Density functional theory data (ωB97M-V/def2-TZVPD) for a single C23H22BrClN2O4S molecule at a distorted geometry.

Structure (ORCA input):
```
! wB97M-V def2-TZVPD RIJCOSX def2/J DEFGRID3
* xyz 0 1
C 2.99 -6.33 0.79
O 2.64 -5.35 1.77
C 2.50 -4.10 1.34
O 2.68 -3.76 0.20
C 2.13 -3.17 2.48
N 0.80 -2.62 2.27
C 0.70 -1.67 1.16
C 1.55 -0.44 1.41
C 2.75 -0.28 0.72
C 3.57 0.81 0.95
C 3.19 1.77 1.88
C 2.02 1.62 2.59
C 1.21 0.52 2.36
Cl -0.24 0.36 3.29
C -0.75 -1.33 0.90
C -1.76 -2.06 1.50
C -3.08 -1.71 1.31
Br -4.44 -2.73 2.17
C -3.44 -0.64 0.52
C -2.44 0.07 -0.12
C -1.10 -0.27 0.05
N -0.16 0.48 -0.66
S -0.08 2.14 -0.35
O 1.29 2.50 -0.57
O -0.67 2.43 0.92
C -1.08 2.82 -1.65
C -0.69 2.63 -2.96
C -1.46 3.15 -3.98
C -2.63 3.85 -3.70
C -3.46 4.41 -4.82
C -3.00 4.03 -2.37
C -2.23 3.52 -1.34
H 3.23 -7.23 1.34
H 3.85 -5.98 0.21
H 2.15 -6.50 0.11
H 2.91 -2.40 2.55
H 2.11 -3.75 3.40
H 0.50 -2.15 3.12
H 1.09 -2.19 0.28
H 3.04 -1.03 0.00
H 4.49 0.92 0.40
H 3.81 2.64 2.05
H 1.71 2.36 3.31
H -1.50 -2.89 2.14
H -4.48 -0.36 0.39
H -2.69 0.90 -0.76
H 0.78 0.09 -0.67
H 0.22 2.09 -3.16
H -1.16 3.01 -5.01
H -4.30 4.98 -4.44
H -3.84 3.59 -5.44
H -2.85 5.05 -5.45
H -3.91 4.58 -2.14
H -2.50 3.65 -0.31
*
```

Results
Orbital gap ... 0.332 Eh
ΔE to the lowest compared entry with this formula, charge and spin ... 0.160 eV
Lowest unoccupied orbital energy ... 0.64 eV
Calculated total energy ... -4732.52924 Ha


Density functional theory data (ωB97M-V/def2-TZVPD) for C38H35CaN6O4 as an isolated structure at a distorted geometry.

Structure (ORCA input):
```
! wB97M-V def2-TZVPD RIJCOSX def2/J DEFGRID3
* xyz 1 1
Ca -0.08 0.16 -0.68
C -3.39 2.61 -0.33
C -2.33 3.53 0.23
C -2.41 4.89 0.01
C -1.48 5.76 0.56
C -0.48 5.26 1.38
C -0.36 3.90 1.63
C 0.72 3.41 2.56
C -1.28 3.05 1.02
N -1.14 1.61 1.13
C -1.80 0.98 2.02
C -2.73 1.60 3.02
C -1.69 -0.56 2.05
C -2.13 -1.24 3.32
N -1.24 -1.15 1.01
C -1.34 -2.60 0.93
C -0.19 -3.38 0.80
C 1.20 -2.78 0.70
C -0.34 -4.76 0.70
C -1.60 -5.34 0.67
C -2.73 -4.54 0.72
C -2.62 -3.16 0.84
C -3.89 -2.33 0.83
H -4.15 3.19 -0.85
H -3.89 2.04 0.45
H -2.97 1.90 -1.05
H -3.21 5.28 -0.61
H -1.54 6.82 0.36
H 0.23 5.94 1.85
H 0.91 4.16 3.33
H 1.67 3.25 2.03
H 0.46 2.48 3.06
H -2.83 2.67 2.84
H -2.36 1.46 4.04
H -3.71 1.13 2.97
H -1.68 -0.74 4.18
H -1.86 -2.29 3.32
H -3.22 -1.16 3.44
H 1.19 -1.73 0.43
H 1.78 -3.32 -0.04
H 1.74 -2.84 1.65
H 0.55 -5.37 0.61
H -1.70 -6.41 0.59
H -3.71 -4.99 0.65
H -4.61 -2.76 0.12
H -3.72 -1.30 0.52
H -4.38 -2.32 1.80
O -1.82 1.55 -4.18
C -1.46 0.89 -3.24
O -0.91 1.31 -2.13
C -1.64 -0.64 -3.31
C -2.38 -1.17 -4.35
C -2.52 -2.54 -4.44
C -1.91 -3.34 -3.49
C -1.19 -2.74 -2.48
N -1.05 -1.41 -2.37
H -2.81 -0.48 -5.07
H -3.10 -2.98 -5.24
H -1.98 -4.42 -3.52
H -0.70 -3.35 -1.73
O 7.14 0.56 -2.96
N 7.06 0.50 -1.75
O 8.00 0.49 -0.99
C 5.69 0.46 -1.14
C 5.67 0.52 0.19
C 4.43 0.50 0.91
C 4.38 0.54 2.31
C 3.17 0.49 2.95
C 2.02 0.41 2.16
N 2.02 0.39 0.84
C 3.23 0.41 0.21
C 3.27 0.31 -1.25
N 2.06 0.18 -1.88
C 2.05 0.13 -3.19
C 3.20 0.18 -3.97
C 4.41 0.28 -3.36
C 4.48 0.35 -1.94
H 6.60 0.59 0.73
H 5.31 0.62 2.87
H 3.09 0.51 4.02
H 1.05 0.37 2.63
H 1.07 0.04 -3.67
H 3.12 0.15 -5.05
H 5.31 0.32 -3.94
*
```

Results
Orbital gap ... 0.282 Eh
ΔE to the lowest compared entry with this formula, charge and spin ... 0.143 eV
Lowest unoccupied orbital energy ... -3.50 eV
Calculated total energy ... -2776.09138 Ha


Density functional theory data (ωB97M-V/def2-TZVPD) for a 15-piece molecular cluster, C30H90O30 overall at a distorted geometry.

Structure (ORCA input):
```
! wB97M-V def2-TZVPD RIJCOSX def2/J DEFGRID3
* xyz 1 2
C -0.58 -0.26 0.70
C 0.17 0.36 -0.55
O 1.55 0.10 -0.54
O -0.32 0.43 1.94
H -0.23 -1.29 0.69
H -1.65 -0.35 0.51
H -0.02 1.43 -0.71
H -0.21 -0.07 -1.47
H 1.97 0.62 0.15
H -0.85 1.22 1.88
C 1.91 0.10 4.83
C 1.89 -1.26 4.16
O 0.68 -1.53 3.42
O 1.01 0.26 5.92
H 1.64 1.01 4.29
H 2.91 0.29 5.24
H 1.99 -2.05 4.90
H 2.59 -1.32 3.32
H 0.46 -0.80 2.83
H 0.12 0.19 5.58
C 4.75 -0.40 -2.53
C 3.73 -1.51 -2.72
O 2.38 -1.03 -2.91
O 4.49 0.46 -1.36
H 4.94 0.25 -3.39
H 5.69 -0.81 -2.17
H 3.83 -2.03 -1.76
H 4.04 -2.14 -3.55
H 2.18 -0.68 -2.05
H 4.34 -0.04 -0.56
C -1.48 3.58 2.91
C -0.11 4.01 3.48
O 0.56 5.01 2.64
O -1.49 2.83 1.68
H -2.04 4.48 2.69
H -2.01 3.13 3.75
H 0.59 3.18 3.52
H -0.27 4.39 4.49
H 1.34 5.28 3.14
H -1.24 3.47 1.00
C 3.28 3.84 -4.03
C 2.76 4.72 -2.86
O 1.57 4.07 -2.32
O 2.48 3.92 -5.19
H 3.39 2.82 -3.68
H 4.27 4.20 -4.32
H 2.41 5.67 -3.26
H 3.48 4.91 -2.06
H 1.91 3.41 -1.70
H 1.64 3.72 -4.77
C -3.60 -4.44 -0.34
C -2.86 -3.12 -0.79
O -3.43 -2.69 -1.93
O -3.36 -5.56 -1.25
H -4.68 -4.27 -0.28
H -3.29 -4.83 0.63
H -1.81 -3.27 -1.03
H -3.05 -2.39 -0.01
H -3.03 -3.20 -2.64
H -3.63 -5.40 -2.15
C -2.03 5.05 -1.40
C -3.12 5.57 -0.38
O -2.68 6.67 0.48
O -0.91 4.23 -0.96
H -1.60 5.92 -1.89
H -2.50 4.36 -2.10
H -3.51 4.75 0.22
H -3.97 5.99 -0.92
H -1.72 6.64 0.50
H -0.25 4.07 -1.64
C -0.63 -2.36 -3.97
C -1.97 -2.89 -4.50
O -2.26 -4.18 -3.89
O 0.51 -3.06 -4.55
H -0.48 -2.38 -2.90
H -0.60 -1.28 -4.14
H -1.96 -3.04 -5.58
H -2.79 -2.18 -4.43
H -1.69 -4.88 -4.22
H 1.30 -2.95 -4.02
C 5.58 -1.10 1.59
C 6.07 0.38 1.89
O 5.43 0.95 3.04
O 4.37 -1.05 0.85
H 5.49 -1.58 2.57
H 6.37 -1.65 1.09
H 5.97 1.02 1.02
H 7.12 0.43 2.16
H 5.48 0.29 3.73
H 3.66 -0.74 1.42
C 3.29 3.30 0.68
C 2.50 2.45 1.70
O 3.05 1.15 1.89
O 3.24 2.75 -0.61
H 4.33 3.35 1.01
H 2.90 4.32 0.74
H 1.46 2.28 1.44
H 2.55 2.93 2.68
H 3.93 1.14 2.26
H 3.59 1.86 -0.61
C -4.18 -0.62 2.96
C -5.22 -1.70 3.23
O -5.09 -2.82 2.33
O -2.89 -1.13 3.26
H -4.42 0.28 3.54
H -4.34 -0.28 1.93
H -6.23 -1.33 3.02
H -5.20 -2.09 4.25
H -5.74 -3.46 2.64
H -2.48 -1.56 2.51
C -1.74 2.51 -5.60
C -2.02 1.22 -4.79
O -1.40 1.31 -3.54
O -0.30 2.80 -5.67
H -2.34 3.25 -5.07
H -2.22 2.45 -6.58
H -1.63 0.37 -5.36
H -3.09 1.02 -4.70
H -1.89 0.75 -2.94
H 0.17 2.03 -5.34
C 2.49 -3.72 1.20
C 2.01 -4.66 0.07
O 2.92 -5.70 -0.22
O 2.67 -4.36 2.49
H 1.80 -2.88 1.26
H 3.49 -3.44 0.88
H 1.76 -4.15 -0.86
H 1.12 -5.20 0.39
H 2.37 -6.38 -0.63
H 3.19 -5.16 2.35
C -0.91 -4.83 3.28
C -2.29 -5.16 3.97
O -2.60 -4.10 4.91
O -0.96 -3.58 2.56
H -0.69 -5.65 2.60
H -0.16 -4.65 4.05
H -2.11 -6.17 4.32
H -3.06 -5.32 3.21
H -2.63 -3.32 4.34
H -0.18 -3.06 2.78
C -4.47 1.86 -1.50
C -3.93 0.55 -1.04
O -3.13 -0.09 -1.95
O -5.44 2.24 -0.51
H -5.02 1.65 -2.42
H -3.72 2.65 -1.52
H -4.77 -0.07 -0.72
H -3.40 0.78 -0.11
H -3.28 -1.04 -1.94
H -6.04 2.82 -0.98
*
```

Results
Orbital gap (alpha / beta) ... 0.320 / 0.072 Eh
ΔE to the lowest compared entry with this formula, charge and spin ... 0.000 eV
Lowest unoccupied orbital energy (alpha / beta) ... -2.21 / -8.95 eV
Calculated total energy ... -3453.60019 Ha


Density functional theory data (ωB97M-V/def2-TZVPD) for a single C8H15BS molecule at a distorted geometry.

Structure (ORCA input):
```
! wB97M-V def2-TZVPD RIJCOSX def2/J DEFGRID3
* xyz 0 1
B 0.51 -0.60 -0.38
C -1.41 0.61 1.35
C -1.27 1.27 0.17
C -0.78 -0.57 2.18
C -0.06 1.13 -0.84
C -0.09 -1.75 1.48
C -2.09 2.51 -0.13
C 1.97 -0.25 -2.48
C 1.71 -1.20 -1.26
S 1.51 -2.34 2.04
H -2.19 1.10 1.83
H -1.59 -0.83 2.76
H 0.08 -0.22 2.92
H -0.29 1.39 -1.83
H 0.65 1.65 -0.34
H -0.61 -2.59 1.16
H -1.50 3.32 -0.04
H -2.93 2.55 0.68
H -2.62 2.38 -1.03
H 1.33 -0.79 -3.32
H 1.62 0.78 -2.29
H 2.99 -0.26 -2.68
H 1.34 -2.17 -1.47
H 2.52 -1.48 -0.72
H 1.20 -3.66 2.23
*
```

Results
Orbital gap ... 0.311 Eh
ΔE to the lowest compared entry with this formula, charge and spin ... 4.022 eV
Lowest unoccupied orbital energy ... 0.59 eV
Calculated total energy ... -736.64590 Ha


> The highest calculated total energy belongs to which entry?

C8H15BS


> Among the records above, which one has the lowest ΔE to the lowest compared entry with this formula, charge and spin?

C30H90O30


What did the second record say?
Density functional theory data (ωB97M-V/def2-TZVPD) for C38H35CaN6O4 as an isolated structure at a distorted geometry.

Structure (ORCA input):
```
! wB97M-V def2-TZVPD RIJCOSX def2/J DEFGRID3
* xyz 1 1
Ca -0.08 0.16 -0.68
C -3.39 2.61 -0.33
C -2.33 3.53 0.23
C -2.41 4.89 0.01
C -1.48 5.76 0.56
C -0.48 5.26 1.38
C -0.36 3.90 1.63
C 0.72 3.41 2.56
C -1.28 3.05 1.02
N -1.14 1.61 1.13
C -1.80 0.98 2.02
C -2.73 1.60 3.02
C -1.69 -0.56 2.05
C -2.13 -1.24 3.32
N -1.24 -1.15 1.01
C -1.34 -2.60 0.93
C -0.19 -3.38 0.80
C 1.20 -2.78 0.70
C -0.34 -4.76 0.70
C -1.60 -5.34 0.67
C -2.73 -4.54 0.72
C -2.62 -3.16 0.84
C -3.89 -2.33 0.83
H -4.15 3.19 -0.85
H -3.89 2.04 0.45
H -2.97 1.90 -1.05
H -3.21 5.28 -0.61
H -1.54 6.82 0.36
H 0.23 5.94 1.85
H 0.91 4.16 3.33
H 1.67 3.25 2.03
H 0.46 2.48 3.06
H -2.83 2.67 2.84
H -2.36 1.46 4.04
H -3.71 1.13 2.97
H -1.68 -0.74 4.18
H -1.86 -2.29 3.32
H -3.22 -1.16 3.44
H 1.19 -1.73 0.43
H 1.78 -3.32 -0.04
H 1.74 -2.84 1.65
H 0.55 -5.37 0.61
H -1.70 -6.41 0.59
H -3.71 -4.99 0.65
H -4.61 -2.76 0.12
H -3.72 -1.30 0.52
H -4.38 -2.32 1.80
O -1.82 1.55 -4.18
C -1.46 0.89 -3.24
O -0.91 1.31 -2.13
C -1.64 -0.64 -3.31
C -2.38 -1.17 -4.35
C -2.52 -2.54 -4.44
C -1.91 -3.34 -3.49
C -1.19 -2.74 -2.48
N -1.05 -1.41 -2.37
H -2.81 -0.48 -5.07
H -3.10 -2.98 -5.24
H -1.98 -4.42 -3.52
H -0.70 -3.35 -1.73
O 7.14 0.56 -2.96
N 7.06 0.50 -1.75
O 8.00 0.49 -0.99
C 5.69 0.46 -1.14
C 5.67 0.52 0.19
C 4.43 0.50 0.91
C 4.38 0.54 2.31
C 3.17 0.49 2.95
C 2.02 0.41 2.16
N 2.02 0.39 0.84
C 3.23 0.41 0.21
C 3.27 0.31 -1.25
N 2.06 0.18 -1.88
C 2.05 0.13 -3.19
C 3.20 0.18 -3.97
C 4.41 0.28 -3.36
C 4.48 0.35 -1.94
H 6.60 0.59 0.73
H 5.31 0.62 2.87
H 3.09 0.51 4.02
H 1.05 0.37 2.63
H 1.07 0.04 -3.67
H 3.12 0.15 -5.05
H 5.31 0.32 -3.94
*
```

Results
Orbital gap ... 0.282 Eh
ΔE to the lowest compared entry with this formula, charge and spin ... 0.143 eV
Lowest unoccupied orbital energy ... -3.50 eV
Calculated total energy ... -2776.09138 Ha


> Which value of calculated total energy does entry 4 give?

-736.64590 Ha